ORCA calculation (wB97M-V/def2-TZVPD) on a 2-piece molecular cluster, C30H33ClN3O overall in a non-equilibrium geometry.

Geometry as XYZ:
```
68
Properties=species:S:1:pos:R:3:nbo_charge:R:1
Cl 0.055 -1.957 -1.385 0.06
C 0.488 -1.632 0.238 -0.05
C -0.506 -1.599 1.224 -0.19
C -0.184 -1.121 2.505 -0.25
C 1.140 -0.787 2.806 0.09
N 1.474 -0.249 4.090 -0.70
C 2.153 -0.949 1.852 -0.17
C 1.828 -1.372 0.554 -0.21
H -1.520 -1.923 0.984 0.25
H -0.965 -1.032 3.270 0.23
H 2.468 -0.006 4.139 0.41
H 0.874 0.520 4.376 0.40
H 3.193 -0.751 2.113 0.22
H 2.592 -1.493 -0.212 0.25
C 1.991 -7.629 6.662 -0.42
N 1.644 -6.507 5.836 -0.46
C 0.880 -6.660 4.711 0.69
O 0.497 -7.714 4.206 -0.60
C 0.565 -5.271 4.180 -0.12
C -0.926 -4.925 4.173 -0.42
C -1.530 -4.996 5.554 -0.07
C -1.860 -6.250 6.079 -0.16
C -2.366 -6.366 7.372 -0.22
C -2.580 -5.223 8.148 -0.21
C -2.310 -3.963 7.605 -0.21
C -1.815 -3.846 6.302 -0.22
N 1.315 -4.426 5.083 -0.38
C 1.120 -3.087 5.084 0.16
C 1.777 -2.257 5.952 -0.40
C 1.420 -0.877 6.017 0.04
C 2.220 0.087 6.821 -0.06
C 1.995 1.473 6.685 -0.20
C 2.602 2.368 7.568 -0.20
C 3.361 1.889 8.650 -0.16
C 3.698 0.531 8.713 -0.20
C 3.173 -0.360 7.769 -0.18
C 1.919 -5.144 6.224 0.36
C 1.266 -4.811 7.590 -0.46
C 2.346 -5.088 8.624 -0.41
C 3.706 -5.133 7.894 -0.42
C 3.459 -4.955 6.399 -0.44
H 1.882 -8.553 6.086 0.26
H 3.027 -7.527 6.988 0.20
H 1.341 -7.687 7.548 0.20
H 0.979 -5.182 3.161 0.23
H -1.068 -3.926 3.749 0.21
H -1.416 -5.648 3.508 0.26
H -1.732 -7.136 5.451 0.23
H -2.603 -7.356 7.764 0.23
H -2.977 -5.317 9.162 0.23
H -2.497 -3.062 8.194 0.22
H -1.657 -2.857 5.860 0.20
H 0.455 -2.706 4.297 0.23
H 2.556 -2.647 6.607 0.23
H 0.343 -0.644 5.980 0.21
H 1.342 1.853 5.891 0.20
H 2.465 3.442 7.425 0.24
H 3.705 2.575 9.426 0.24
H 4.360 0.162 9.502 0.24
H 3.505 -1.400 7.796 0.22
H 0.946 -3.765 7.593 0.23
H 0.364 -5.423 7.695 0.24
H 2.338 -4.307 9.391 0.22
H 2.147 -6.042 9.129 0.22
H 4.365 -4.342 8.269 0.22
H 4.207 -6.088 8.100 0.22
H 3.977 -5.714 5.797 0.24
H 3.768 -3.974 6.024 0.22
```

Calculated values
Calculated total energy in hartree: -1862.43276
Largest force on an atom in eV/Å: 1.8
Frontier orbital gap in eV: 7.3
Charge: +1
Highest occupied orbital energy in Ha: -0.4109

ORCA calculation (wB97M-V/def2-TZVPD) on C10H37FeO9 as an isolated structure in a non-equilibrium geometry.

Geometry as XYZ:
```
57
Properties=species:S:1:pos:R:3:mulliken_spin:R:1
Fe 2.058 -2.174 -2.146 3.76
C 0.279 -1.745 1.159 0.00
C 0.455 -0.527 0.262 0.00
O 1.255 -0.747 -0.873 0.17
H 1.250 -2.190 1.381 0.00
H -0.340 -2.507 0.679 0.00
H -0.258 -1.482 2.070 0.00
H 0.747 0.371 0.816 0.01
H -0.528 -0.206 -0.110 0.01
C -1.361 -6.587 0.638 0.00
C -1.659 -5.222 1.245 0.00
O -2.516 -5.356 2.353 0.00
H -0.837 -7.219 1.353 0.00
H -0.779 -6.455 -0.275 0.00
H -2.306 -7.095 0.445 0.00
H -2.138 -4.561 0.512 0.00
H -0.728 -4.752 1.579 0.00
H -2.423 -4.658 3.004 0.00
C -0.382 3.086 2.516 0.00
C -0.160 3.051 4.025 0.00
O 0.532 1.833 4.339 0.00
H -1.166 3.795 2.245 0.00
H -0.661 2.074 2.216 0.00
H 0.532 3.319 1.970 0.00
H -1.127 3.156 4.506 0.00
H 0.598 3.799 4.272 0.00
H 1.401 1.882 3.915 0.00
C 2.171 3.734 -0.480 0.00
C 3.036 2.614 -1.005 0.00
O 3.021 1.497 -0.120 0.00
H 1.145 3.356 -0.475 0.00
H 2.156 4.541 -1.214 0.00
H 2.473 3.993 0.531 0.00
H 4.081 2.925 -1.058 0.00
H 2.703 2.242 -1.981 0.00
H 2.365 0.874 -0.453 0.00
C -3.904 2.564 -2.398 0.00
C -3.374 1.157 -2.167 0.00
O -3.039 0.460 -3.349 0.00
H -4.460 2.961 -1.548 0.00
H -4.551 2.506 -3.275 0.00
H -3.146 3.310 -2.650 0.00
H -4.168 0.505 -1.785 0.00
H -2.606 1.240 -1.389 0.00
H -2.076 0.417 -3.286 0.00
O -0.083 0.856 -3.305 0.00
H 0.200 1.778 -3.346 0.00
H 0.216 0.545 -2.437 0.00
O 2.881 1.729 2.703 0.00
H 3.074 1.750 1.751 0.00
H 3.117 2.609 3.018 0.00
O 0.994 -3.857 -1.163 0.02
H 1.013 -4.819 -1.065 0.00
H 0.071 -3.608 -1.006 0.00
O 2.513 -0.554 -3.552 0.03
H 2.226 0.268 -3.127 0.00
H 2.212 -0.476 -4.468 0.00
```

Calculated values
Spin multiplicity: 5
Calculated total energy in hartree: -2343.71407
Largest force on an atom in eV/Å: 3.5
Frontier orbital gap (spin up / spin down) in eV: 6.2 / 5.8
Charge: +1
Energy relative to the best compared isomer or geometry (same formula, charge and spin) in kJ/mol: 48.6
Highest occupied orbital energy (spin up / spin down) in Ha: -0.4229 / -0.4229

ORCA calculation (wB97M-V/def2-TZVPD) on one molecule with the formula C17H19N3O2.

Geometry as XYZ:
```
41
Properties=species:S:1:pos:R:3:nbo_charge:R:1
C -0.588 -1.061 6.252 -0.60
C -2.007 -1.312 5.740 -0.49
C -1.985 -1.677 4.266 0.69
O -2.161 -2.803 3.858 -0.61
N -1.726 -0.603 3.465 -0.61
C -1.591 -0.550 2.083 0.34
N -1.313 0.668 1.629 -0.44
C -1.163 0.859 0.334 0.03
C -1.283 -0.173 -0.598 0.08
C -1.572 -1.450 -0.113 -0.18
C -1.731 -1.654 1.242 -0.27
H -1.954 -2.625 1.648 0.26
H -1.670 -2.281 -0.799 0.21
N -1.117 0.000 -1.972 -0.61
C -0.798 1.140 -2.653 0.69
O -0.714 2.235 -2.150 -0.59
C -0.541 0.884 -4.130 -0.49
C 0.722 0.023 -4.317 -0.43
C 1.843 0.573 -3.476 0.07
C 2.164 -0.004 -2.255 -0.25
C 3.148 0.544 -1.453 -0.19
C 3.826 1.678 -1.864 -0.22
C 3.518 2.257 -3.084 -0.20
C 2.532 1.708 -3.883 -0.24
H 2.292 2.165 -4.832 0.21
H 4.044 3.141 -3.411 0.21
H 4.591 2.110 -1.237 0.21
H 3.382 0.087 -0.503 0.21
H 1.641 -0.892 -1.924 0.21
H 0.522 -1.012 -4.032 0.20
H 1.001 0.033 -5.373 0.22
H -0.396 1.855 -4.603 0.24
H -1.405 0.396 -4.586 0.22
H -1.195 -0.850 -2.513 0.39
H -0.938 1.867 0.023 0.24
H -1.595 0.303 3.895 0.41
H -2.625 -0.425 5.892 0.21
H -2.451 -2.146 6.284 0.23
H -0.610 -0.830 7.315 0.22
H 0.025 -1.947 6.106 0.22
H -0.121 -0.230 5.729 0.20
```

Calculated values
Calculated total energy in hartree: -974.01112
Largest force on an atom in eV/Å: 0.7
Frontier orbital gap in eV: 8.8
SMILES: CCC(=O)Nc1ccc(NC(=O)CCc2ccccc2)cn1
Energy relative to the best compared isomer or geometry (same formula, charge and spin) in kJ/mol: 47.7
Highest occupied orbital energy in Ha: -0.3014

ORCA calculation (wB97M-V/def2-TZVPD) on C27H60ClNO7Si2 as an isolated structure in a non-equilibrium geometry.

Geometry as XYZ:
```
98
Properties=species:S:1:pos:R:3:mulliken_charge:R:1
C -2.419 -0.564 6.412 -1.25
C -1.598 0.735 6.104 0.22
C -2.172 1.989 6.808 -0.83
N -2.769 1.698 8.135 -0.33
Si -1.652 1.962 9.463 0.44
Cl -2.806 1.777 11.241 -0.31
O -0.477 0.746 9.548 -0.26
Si 1.020 1.176 8.844 0.57
H -2.457 -0.780 7.479 0.36
H -1.928 -1.366 5.849 0.36
H -3.417 -0.404 5.987 0.30
H -0.520 0.596 6.255 0.07
H -1.717 0.902 5.022 0.07
H -1.428 2.809 6.836 0.33
H -2.988 2.358 6.171 0.46
H -3.524 2.364 8.251 0.29
H -1.080 3.317 9.517 -0.09
H 1.678 -0.076 8.414 -0.15
H 1.904 1.784 9.859 -0.16
H 0.890 2.026 7.656 -0.11
C -2.154 -0.391 1.254 -0.63
C -0.866 -0.070 0.514 -0.21
C 0.136 0.011 1.652 -0.23
O -0.320 -0.893 2.671 -0.32
C -1.655 -1.303 2.362 -0.44
H -2.917 -0.858 0.631 0.35
H -2.576 0.523 1.682 0.30
H -0.604 -0.893 -0.155 0.12
H -0.913 0.844 -0.076 0.31
H 0.170 1.018 2.084 0.22
H 1.144 -0.267 1.343 0.09
H -1.616 -2.347 2.029 0.32
H -2.270 -1.243 3.262 0.14
C -2.476 0.729 -4.391 -0.34
C -1.185 1.044 -5.126 -0.53
C -0.188 1.128 -3.984 -0.48
O -0.649 0.229 -2.966 -0.31
C -1.987 -0.184 -3.280 -0.28
H -3.235 0.263 -5.018 0.30
H -2.896 1.644 -3.970 0.09
H -0.923 0.216 -5.792 0.18
H -1.229 1.957 -5.719 0.39
H -0.155 2.137 -3.556 0.35
H 0.823 0.847 -4.285 0.22
H -1.952 -1.228 -3.611 0.27
H -2.605 -0.125 -2.381 0.20
C -6.858 2.386 -6.212 -0.57
C -7.132 3.381 -5.096 -0.53
C -5.829 3.342 -4.316 -0.46
O -4.793 3.050 -5.261 -0.34
C -5.387 2.637 -6.498 -0.35
H -7.489 2.523 -7.089 0.34
H -7.000 1.366 -5.844 0.27
H -7.288 4.378 -5.516 0.26
H -8.000 3.130 -4.486 0.33
H -5.839 2.544 -3.565 0.25
H -5.609 4.286 -3.815 0.31
H -5.256 3.446 -7.225 0.26
H -4.871 1.750 -6.870 0.26
C 4.085 -1.244 4.509 -0.63
C 5.350 -1.059 3.686 -0.61
C 4.796 -1.010 2.272 -0.34
O 3.483 -0.442 2.361 -0.34
C 3.083 -0.400 3.740 -0.09
H 4.188 -0.937 5.549 0.36
H 3.781 -2.294 4.491 0.29
H 5.822 -0.106 3.937 0.26
H 6.086 -1.850 3.826 0.36
H 4.701 -2.015 1.846 0.27
H 5.408 -0.406 1.601 0.22
H 3.109 0.646 4.067 0.20
H 2.060 -0.769 3.834 0.05
C 4.455 -0.434 -2.320 -0.12
C 5.740 -0.119 -3.068 -0.63
C 6.751 -0.044 -1.936 -0.45
O 6.295 -0.945 -0.920 -0.42
C 4.955 -1.352 -1.217 0.02
H 3.686 -0.895 -2.939 -0.04
H 4.041 0.481 -1.887 0.25
H 5.991 -0.944 -3.741 0.27
H 5.694 0.797 -3.657 0.37
H 6.792 0.963 -1.505 0.26
H 7.757 -0.328 -2.248 0.29
H 4.984 -2.395 -1.552 0.22
H 4.347 -1.294 -0.316 -0.03
C 1.474 -3.620 -4.049 -0.46
C 1.748 -4.305 -5.379 -0.58
C 0.529 -3.905 -6.194 -0.55
O 0.121 -2.619 -5.714 -0.42
C 0.816 -2.326 -4.495 0.38
H 2.368 -3.456 -3.447 0.24
H 0.771 -4.215 -3.461 0.31
H 2.653 -3.891 -5.831 0.26
H 1.870 -5.385 -5.302 0.36
H -0.300 -4.605 -6.040 0.29
H 0.737 -3.845 -7.264 0.28
H 1.564 -1.553 -4.709 -0.02
H 0.116 -1.933 -3.761 -0.19
```

Calculated values
Calculated total energy in hartree: -2685.40545
Largest force on an atom in eV/Å: 2.5
Frontier orbital gap in eV: 9.9
Energy relative to the best compared isomer or geometry (same formula, charge and spin) in kJ/mol: 55.7
Highest occupied orbital energy in Ha: -0.3398

ORCA calculation (wB97M-V/def2-TZVPD) on C14H18Cl3N3O5V as an isolated structure in a non-equilibrium geometry.

Geometry as XYZ:
```
44
Properties=species:S:1:pos:R:3:mulliken_spin:R:1
O -1.205 -1.135 -2.876 -0.15
V -1.033 0.018 -1.767 2.15
C 1.682 2.640 -2.214 0.00
C 1.044 1.933 -3.426 0.00
C 1.945 0.791 -3.771 0.01
O -0.332 1.592 -3.235 0.00
H 1.347 2.371 -1.212 0.00
H 1.507 3.681 -2.487 0.00
H 2.760 2.499 -2.144 0.00
H 1.068 2.589 -4.296 0.00
H 2.983 1.110 -3.865 0.00
H 1.617 0.403 -4.736 0.00
H 1.959 -0.033 -3.057 0.00
N 1.742 -1.366 -0.211 0.00
O 2.886 -1.195 -0.612 0.00
O 0.822 -0.942 -0.871 -0.01
O 1.437 -1.904 0.834 0.00
N -2.198 -1.485 -0.440 -0.01
C -3.265 -1.130 0.356 0.00
C -4.198 -2.017 0.932 0.00
C -3.872 -3.404 0.835 0.01
C -2.716 -3.816 0.129 0.00
C -1.957 -2.834 -0.496 0.02
H -3.465 -0.076 0.487 0.00
H -5.017 -1.620 1.513 0.00
H -4.491 -4.049 1.441 0.00
H -2.380 -4.840 0.056 0.00
H -1.065 -3.204 -0.979 0.00
N -0.990 1.188 0.328 -0.04
C -0.936 2.558 0.231 -0.01
C -0.739 3.419 1.269 0.01
C -0.757 2.901 2.605 0.00
C -0.840 1.503 2.706 0.00
C -0.892 0.723 1.584 0.02
H -0.963 2.958 -0.772 0.00
H -0.578 4.482 1.172 0.00
H -0.596 3.527 3.470 0.00
H -0.847 1.094 3.706 0.00
H -0.941 -0.347 1.728 0.00
C 4.286 -1.757 3.521 0.00
Cl 5.575 -0.482 3.193 0.00
Cl 3.036 -1.137 4.735 0.00
Cl 4.830 -3.334 4.056 0.00
H 3.746 -1.874 2.582 0.00
```

Calculated values
Spin multiplicity: 3
Calculated total energy in hartree: -3409.22678
Largest force on an atom in eV/Å: 4.2
Frontier orbital gap (spin up / spin down) in eV: 5.7 / 6.6
Charge: -1
Energy relative to the best compared isomer or geometry (same formula, charge and spin) in kJ/mol: 0.0
Highest occupied orbital energy (spin up / spin down) in Ha: -0.1251 / -0.1589

ORCA calculation (wB97M-V/def2-TZVPD) on C22H33FIrNO3S4Si2Te as an isolated structure in a non-equilibrium geometry.

Geometry as XYZ:
```
68
Properties=species:S:1:pos:R:3:nbo_charge:R:1
Ir 1.619 -0.130 2.209 0.55
C -5.024 4.036 2.282 -0.62
C -4.103 4.196 1.077 -0.02
C -4.839 4.217 -0.255 -0.40
C -5.551 2.891 -0.487 -0.43
C -4.619 1.727 -0.265 -0.01
C -4.894 0.494 -0.812 -0.24
C -4.021 -0.571 -0.613 0.40
F -4.335 -1.759 -1.162 -0.32
C -2.867 -0.441 0.101 -0.25
C -2.552 0.806 0.658 -0.06
C -1.290 0.970 1.384 0.50
O -0.567 -0.044 1.541 -0.67
C -1.009 2.274 1.860 -0.32
C -1.948 3.254 1.696 0.16
N -3.113 3.104 1.054 -0.34
C -3.436 1.880 0.489 0.14
C 0.241 2.685 2.615 0.78
O 0.195 3.734 3.242 -0.65
O 1.282 1.954 2.484 -0.72
H -5.788 4.814 2.277 0.22
H -4.455 4.117 3.208 0.23
H -5.519 3.065 2.277 0.21
H -3.528 5.115 1.188 0.22
H -4.118 4.399 -1.055 0.22
H -5.550 5.044 -0.259 0.23
H -5.950 2.844 -1.501 0.23
H -6.410 2.805 0.184 0.22
H -5.785 0.341 -1.408 0.23
H -2.200 -1.279 0.247 0.25
H -1.751 4.224 2.137 0.25
S 3.313 -1.412 2.428 -0.07
S 3.406 -2.385 4.257 -0.04
S 2.312 -1.196 5.486 0.00
S 0.821 -0.404 4.340 -0.30
C 2.691 -4.351 -0.060 -1.13
Si 0.963 -3.628 -0.117 1.66
C 0.167 -3.709 1.569 -1.12
C -0.060 -4.649 -1.315 -1.11
C 0.857 -1.886 -0.858 -1.16
Te 2.025 -0.170 -0.369 0.82
C 3.948 -0.972 -0.827 -1.16
Si 4.668 -0.254 -2.412 1.64
C 6.347 -1.034 -2.685 -1.11
C 4.840 1.601 -2.239 -1.12
C 3.521 -0.680 -3.831 -1.12
H 2.613 -5.393 0.260 0.25
H 3.327 -3.834 0.658 0.24
H 3.186 -4.348 -1.035 0.23
H 0.108 -4.752 1.892 0.24
H -0.847 -3.303 1.553 0.24
H 0.728 -3.153 2.318 0.26
H -0.099 -5.692 -0.994 0.24
H 0.358 -4.626 -2.324 0.23
H -1.087 -4.281 -1.371 0.24
H -0.157 -1.543 -0.630 0.25
H 0.930 -1.955 -1.948 0.24
H 3.808 -2.049 -0.910 0.26
H 4.601 -0.797 0.029 0.26
H 6.987 -0.904 -1.810 0.24
H 6.854 -0.577 -3.538 0.24
H 6.261 -2.104 -2.884 0.24
H 5.679 1.858 -1.588 0.24
H 3.942 2.063 -1.824 0.24
H 5.023 2.058 -3.213 0.24
H 3.524 -1.755 -4.029 0.24
H 3.833 -0.174 -4.746 0.24
H 2.492 -0.377 -3.624 0.24
```

Calculated values
Calculated total energy in hartree: -3782.69125
Largest force on an atom in eV/Å: 1.2
Frontier orbital gap (spin up / spin down) in eV: 5.9 / 5.9
Highest occupied orbital energy (spin up / spin down) in Ha: -0.2489 / -0.2489

ORCA calculation (wB97M-V/def2-TZVPD) on KO8S2 as an isolated structure in a non-equilibrium geometry.

Geometry as XYZ:
```
11
Properties=species:S:1:pos:R:3:mulliken_charge:R:1
K -0.390 -0.407 -2.382 0.89
S 2.242 -1.196 -0.423 1.26
O 2.500 -1.022 1.005 -0.73
O 1.083 -2.108 -0.688 -0.83
O 2.005 0.103 -1.088 -0.81
O 3.433 -1.798 -1.065 -0.81
S -2.142 1.327 0.927 1.05
O -2.675 2.638 0.529 -0.76
O -3.061 0.712 1.904 -0.82
O -2.214 0.379 -0.229 -0.76
O -0.780 1.372 1.510 -0.68
```

Calculated values
Calculated total energy in hartree: -1998.14889
Largest force on an atom in eV/Å: 2.2
Frontier orbital gap in eV: 2.6
Charge: -3
Energy relative to the best compared isomer or geometry (same formula, charge and spin) in kJ/mol: 59.2
Highest occupied orbital energy in Ha: 0.1098

ORCA calculation (wB97M-V/def2-TZVPD) on a 3-piece molecular cluster, C6H12O overall.

Geometry as XYZ:
```
19
Properties=species:S:1:pos:R:3:nbo_charge:R:1
C -0.457 -1.634 1.108 -0.43
C -1.306 -0.656 0.800 -0.16
C -2.104 -0.591 -0.471 -0.66
C 0.249 1.780 -0.416 -0.21
C 1.479 1.792 0.014 -0.21
C 1.254 1.160 -1.312 0.07
O 1.341 -0.221 -1.546 -0.72
H 1.850 -0.764 1.424 0.00
H 0.037 -1.673 2.074 0.20
H -0.243 -2.444 0.413 0.20
H -1.484 0.133 1.532 0.20
H -3.114 -0.977 -0.287 0.22
H -1.643 -1.188 -1.263 0.22
H -2.216 0.432 -0.842 0.21
H -0.783 2.045 -0.239 0.22
H 2.167 2.069 0.799 0.22
H 2.314 -0.241 1.174 0.00
H 1.572 1.658 -2.227 0.17
H 1.087 -0.681 -0.734 0.47
```

Calculated values
Calculated total energy in hartree: -310.88366
Largest force on an atom in eV/Å: 0.5
Frontier orbital gap in eV: 10.6
SMILES: OC1C=C1.[H][H].C=CC
Energy relative to the best compared isomer or geometry (same formula, charge and spin) in kJ/mol: 461.1
Highest occupied orbital energy in Ha: -0.3450